Entry 1:
Formula: C62H66FIN2O4P
Source: the OMol25 dataset
Level of theory: the ωB97M-V functional and the def2-TZVPD basis

Last column: Mulliken charge in e.
Geometry (Å):
C: 7.735 -2.265 -0.416  -1.426
C: 6.417 -1.938 -1.107  0.029
P: 4.976 -2.341 -0.031  0.287
C: 5.457 -2.020 1.709  -1.555
C: 3.653 -1.096 -0.391  -0.283
C: 2.527 -1.492 -1.139  0.569
N: 2.395 -2.764 -1.655  -0.221
C: 1.489 -0.543 -1.317  0.285
C: 0.203 -0.906 -1.999  -1.368
C: -0.720 -1.418 -0.908  0.639
O: -0.397 -2.258 -0.139  -0.572
O: -1.921 -0.792 -0.871  -0.246
C: -2.392 -0.621 0.446  0.624
C: -3.741 -1.162 0.718  -1.003
O: -1.723 -0.034 1.221  -0.440
C: 1.624 0.739 -0.805  -0.190
C: 2.756 1.126 -0.092  -0.078
C: 2.959 2.486 0.507  -1.168
C: 3.083 3.644 -0.478  0.261
O: 3.991 4.383 -0.393  -0.393
I: 1.598 4.038 -1.974  0.140
N: 3.683 0.174 0.064  0.886
F: 4.804 0.524 0.742  -0.286
H: 7.850 -1.733 0.519  0.342
H: 8.568 -2.025 -1.065  0.411
H: 7.791 -3.327 -0.197  0.371
H: 6.411 -0.929 -1.510  0.216
H: 6.328 -2.611 -1.955  0.265
H: 4.557 -1.707 2.231  0.459
H: 5.789 -2.950 2.147  0.430
H: 6.223 -1.264 1.825  0.352
H: 2.260 -2.801 -2.655  0.234
H: 3.105 -3.412 -1.339  -0.100
H: 0.356 -1.696 -2.723  0.386
H: -0.232 -0.036 -2.473  0.654
H: -3.986 -1.967 0.035  0.313
H: -3.766 -1.519 1.739  0.304
H: -4.473 -0.368 0.617  0.303
H: 0.811 1.428 -0.936  0.812
H: 2.153 2.689 1.208  0.516
H: 3.883 2.493 1.064  0.261
C: -4.658 -1.983 -5.329  -0.457
C: -3.975 -1.820 -4.133  -0.497
C: -2.590 -1.747 -4.132  0.332
C: -1.887 -1.830 -5.326  -0.370
C: -2.570 -1.990 -6.523  -0.471
C: -3.956 -2.069 -6.524  -0.477
H: -5.738 -2.042 -5.332  0.380
H: -4.523 -1.750 -3.202  0.359
H: -2.063 -1.625 -3.200  0.101
H: -0.805 -1.769 -5.327  0.316
H: -2.024 -2.053 -7.455  0.372
H: -4.489 -2.198 -7.456  0.369
C: 3.021 7.835 -2.740  -0.257
C: 2.844 9.043 -3.401  -0.093
C: 3.078 10.239 -2.738  -0.629
C: 3.495 10.226 -1.414  -0.319
C: 3.675 9.018 -0.754  -0.624
C: 3.435 7.822 -1.416  0.012
H: 2.837 6.904 -3.261  0.338
H: 2.524 9.051 -4.436  0.205
H: 2.936 11.180 -3.252  0.382
H: 3.681 11.158 -0.897  0.371
H: 4.003 9.010 0.277  0.368
H: 3.575 6.880 -0.901  0.195
C: 0.205 7.759 -8.026  -0.529
C: 1.202 7.853 -7.066  -0.150
C: 2.520 8.062 -7.449  -0.240
C: 2.839 8.184 -8.794  -0.468
C: 1.841 8.093 -9.755  -0.378
C: 0.525 7.878 -9.371  -0.331
H: -0.822 7.595 -7.727  0.353
H: 0.951 7.763 -6.016  0.338
H: 3.299 8.130 -6.700  0.344
H: 3.865 8.352 -9.094  0.361
H: 2.090 8.191 -10.803  0.360
H: -0.252 7.805 -10.121  0.360
C: -3.432 -0.251 6.316  -0.055
C: -2.459 -0.530 7.265  -0.469
C: -1.133 -0.666 6.881  -0.323
C: -0.780 -0.517 5.547  -0.622
C: -1.751 -0.236 4.595  -0.021
C: -3.078 -0.106 4.982  -0.634
H: -4.467 -0.145 6.615  0.209
H: -2.735 -0.640 8.306  0.369
H: -0.375 -0.887 7.621  0.374
H: 0.256 -0.621 5.249  0.364
H: -1.478 -0.118 3.556  0.455
H: -3.838 0.113 4.242  0.365
C: 5.422 0.088 -4.071  -0.158
C: 6.012 0.017 -5.325  -0.663
C: 6.528 1.163 -5.913  -0.449
C: 6.456 2.379 -5.248  -0.455
C: 5.869 2.450 -3.993  -0.617
C: 5.353 1.304 -3.404  0.176
H: 5.013 -0.807 -3.618  0.325
H: 6.069 -0.930 -5.845  0.399
H: 6.983 1.109 -6.893  0.376
H: 6.855 3.273 -5.708  0.392
H: 5.812 3.400 -3.476  0.478
H: 4.889 1.362 -2.424  0.199
C: -9.585 -0.922 8.430  -0.614
C: -8.924 -0.770 9.641  -0.174
C: -7.537 -0.751 9.677  -0.688
C: -6.812 -0.877 8.500  -0.005
C: -7.473 -1.025 7.289  -0.401
C: -8.860 -1.049 7.254  -0.294
H: -10.667 -0.942 8.403  0.366
H: -9.491 -0.672 10.558  0.390
H: -7.022 -0.640 10.622  0.369
H: -5.730 -0.862 8.529  0.291
H: -6.907 -1.124 6.371  0.386
H: -9.377 -1.171 6.310  0.372
C: -11.273 -4.618 9.393  -0.410
C: -9.913 -4.393 9.224  0.329
C: -9.018 -5.448 9.338  -0.588
C: -9.482 -6.727 9.615  -0.359
C: -10.842 -6.950 9.782  -0.440
C: -11.737 -5.896 9.674  -0.410
H: -11.972 -3.795 9.307  0.351
H: -9.553 -3.398 9.004  0.090
H: -7.958 -5.272 9.211  0.374
H: -8.784 -7.549 9.701  0.366
H: -11.204 -7.947 9.997  0.354
H: -12.797 -6.069 9.808  0.363
C: 5.739 -7.219 -3.397  -0.498
C: 5.666 -6.163 -2.501  -0.293
C: 4.654 -6.127 -1.550  -0.106
C: 3.717 -7.150 -1.492  -0.630
C: 3.792 -8.207 -2.387  -0.361
C: 4.801 -8.241 -3.340  -0.436
H: 6.527 -7.249 -4.137  0.379
H: 6.402 -5.369 -2.541  0.357
H: 4.596 -5.300 -0.852  0.491
H: 2.931 -7.124 -0.748  0.384
H: 3.065 -9.007 -2.341  0.369
H: 4.857 -9.065 -4.039  0.370

Total charge   +1
E_LUMO   -0.149 hartree
Kohn-Sham gap   0.2222 Ha
E_HOMO   -10.11 eV
Multiplicity   1



Entry 2:
Formula: C62H76ClN7O2Os
Source: the OMol25 dataset
Level of theory: the ωB97M-V functional and the def2-TZVPD basis

Last column: Mulliken charge in e.
Geometry (Å):
Os: -0.325 -0.105 0.020  0.068
C: -3.388 3.260 -0.677  -0.702
C: -2.403 4.063 0.172  2.189
C: -2.959 5.465 0.430  -2.028
C: -1.008 4.098 -0.473  0.655
C: -0.718 5.168 -1.315  -0.466
C: 0.493 5.274 -1.976  -1.337
C: 1.459 4.306 -1.785  -0.364
C: 1.234 3.215 -0.953  0.495
C: 2.374 2.235 -0.785  -0.022
C: 2.094 0.977 -1.598  0.253
C: 2.777 2.018 0.674  -1.330
C: -0.016 3.100 -0.321  -1.420
N: -0.380 1.913 0.449  0.455
C: -0.801 2.041 1.655  0.495
C: -1.572 0.906 2.239  0.370
N: -1.779 -0.083 1.457  0.700
C: -2.856 -1.041 1.673  -1.695
C: -4.184 -0.583 1.679  1.248
C: -5.187 -1.550 1.739  -0.646
C: -4.904 -2.902 1.734  -1.580
C: -3.586 -3.327 1.701  -0.401
C: -2.548 -2.407 1.698  0.532
C: -1.114 -2.874 1.747  1.916
C: -0.933 -4.167 2.540  -1.834
C: -0.533 -3.007 0.333  -0.256
C: -4.637 0.871 1.533  2.129
C: -5.437 1.049 0.237  -1.935
C: -5.490 1.323 2.726  -1.850
C: -1.965 1.266 3.597  0.485
C: -2.636 0.636 4.612  -0.213
C: -2.802 1.329 5.835  -1.030
C: -2.326 2.606 6.019  -0.826
C: -1.626 3.278 4.980  1.023
C: -1.081 4.588 5.021  -0.893
C: -0.421 5.106 3.933  -1.321
C: -0.256 4.373 2.730  0.182
C: -0.773 3.106 2.667  0.052
C: -1.456 2.574 3.792  -0.135
H: -4.410 3.407 -0.318  0.540
H: -3.167 2.193 -0.628  -0.388
H: -3.361 3.574 -1.721  0.310
H: -2.340 3.582 1.143  -1.287
H: -3.266 5.958 -0.495  0.523
H: -2.236 6.107 0.941  0.382
H: -3.847 5.389 1.059  0.431
H: -1.462 5.941 -1.456  0.405
H: 0.691 6.126 -2.616  0.456
H: 2.423 4.401 -2.274  0.478
H: 3.250 2.686 -1.253  0.859
H: 1.195 0.465 -1.220  -0.791
H: 2.933 0.280 -1.587  0.677
H: 1.855 1.214 -2.631  -0.467
H: 2.012 1.515 1.246  0.020
H: 2.977 2.980 1.152  0.417
H: 3.696 1.426 0.735  0.470
H: -6.221 -1.227 1.755  0.413
H: -5.709 -3.627 1.756  0.449
H: -3.363 -4.388 1.718  0.434
H: -0.551 -2.110 2.257  -0.564
H: -1.288 -5.042 1.989  0.451
H: -1.469 -4.123 3.490  0.391
H: 0.124 -4.326 2.755  0.391
H: -1.187 -3.599 -0.308  0.428
H: 0.452 -3.471 0.344  0.054
H: -0.413 -2.032 -0.230  -0.214
H: -3.767 1.528 1.471  -0.973
H: -6.323 0.409 0.238  0.472
H: -4.842 0.805 -0.643  0.422
H: -5.780 2.082 0.142  0.402
H: -6.483 0.867 2.689  0.375
H: -5.627 2.407 2.699  0.444
H: -5.038 1.065 3.682  0.345
H: -3.035 -0.366 4.499  0.775
H: -3.328 0.839 6.644  0.504
H: -2.482 3.105 6.969  0.477
H: -1.188 5.184 5.919  0.492
H: -0.016 6.109 3.990  0.462
H: 0.269 4.819 1.895  0.697
C: 1.008 2.103 -5.048  -0.982
C: -0.324 1.540 -5.527  -0.751
N: -1.430 2.478 -5.346  0.223
C: -1.483 3.659 -6.224  -0.876
C: -1.036 4.940 -5.533  -0.868
C: -2.429 2.346 -4.450  0.159
O: -3.349 3.146 -4.351  -0.644
C: -2.480 1.154 -3.519  0.811
C: -3.588 0.320 -3.564  -0.736
C: -3.744 -0.647 -2.589  -1.334
C: -2.809 -0.742 -1.577  0.509
N: -1.735 0.059 -1.524  0.857
C: -1.581 0.989 -2.486  -0.086
H: 1.790 1.342 -5.119  0.369
H: 0.932 2.447 -4.013  0.217
H: 1.318 2.955 -5.656  0.429
H: -0.561 0.613 -5.010  0.395
H: -0.257 1.300 -6.589  0.406
H: -2.509 3.770 -6.567  0.434
H: -0.856 3.440 -7.087  0.403
H: -1.678 5.148 -4.676  0.212
H: -1.112 5.780 -6.225  0.457
H: 0.000 4.872 -5.191  0.170
H: -4.325 0.448 -4.347  0.603
H: -4.595 -1.315 -2.591  0.538
H: -2.916 -1.473 -0.788  0.003
H: -0.713 1.632 -2.395  -0.267
C: 2.993 -4.586 1.862  -1.351
C: 4.489 -4.350 2.106  2.465
C: 4.702 -4.083 3.603  -2.120
C: 5.208 -5.662 1.767  -2.145
C: 5.063 -3.151 1.263  1.676
O: 6.481 -3.084 1.377  -0.702
C: 4.653 -3.147 -0.223  -0.436
C: 5.444 -4.058 -1.192  -1.410
C: 4.542 -4.624 -2.267  0.179
C: 4.319 -5.989 -2.387  -0.293
C: 3.417 -6.496 -3.319  -0.883
C: 2.730 -5.623 -4.139  0.392
Cl: 1.579 -6.235 -5.287  -0.209
C: 2.952 -4.257 -4.061  -1.041
C: 3.853 -3.769 -3.126  0.005
C: 4.724 -1.779 1.881  -2.945
N: 3.301 -1.360 1.874  1.769
C: 2.456 -1.199 0.864  -1.010
N: 1.307 -0.711 1.316  0.443
C: 1.526 -0.578 2.660  -0.652
N: 2.720 -0.956 3.036  -1.240
H: 2.624 -5.298 2.605  0.729
H: 2.795 -5.015 0.875  0.367
H: 2.404 -3.673 1.974  -0.254
H: 4.532 -5.005 4.165  0.496
H: 4.007 -3.334 3.994  0.339
H: 5.724 -3.755 3.808  0.387
H: 4.785 -6.462 2.378  0.533
H: 6.277 -5.627 1.996  0.461
H: 5.071 -5.957 0.726  0.328
H: 6.873 -3.897 1.042  0.589
H: 4.766 -2.119 -0.585  0.593
H: 3.597 -3.410 -0.307  0.126
H: 5.926 -4.879 -0.667  0.782
H: 6.244 -3.477 -1.654  0.302
H: 4.857 -6.682 -1.746  0.352
H: 3.250 -7.562 -3.407  0.438
H: 2.429 -3.589 -4.734  0.462
H: 4.038 -2.698 -3.080  0.470
H: 5.306 -1.026 1.353  0.338
H: 5.027 -1.755 2.919  0.596
H: 2.669 -1.450 -0.160  0.722
H: 0.794 -0.186 3.352  0.582

Total charge   +2
E_LUMO   -0.228 hartree
Kohn-Sham gap   0.2324 Ha
E_HOMO   -12.53 eV
Multiplicity   1



Which of these has the lowest Kohn-Sham gap? C62H66FIN2O4P